Entry 1:
Density functional theory data (the ωB97M-V functional and the def2-TZVPD basis) for C21H32Cl8F2NO4S2Si as an isolated structure at a distorted geometry.

Structure (XYZ):
```
71
Properties=species:S:1:pos:R:3:mulliken_charge:R:1
C 3.78711 -1.58823 1.72816 0.347
C 3.86121 -0.84391 0.78198 -0.832
S 4.10861 0.25319 -0.59198 1.201
O 5.51193 0.11269 -0.96941 -0.751
O 3.34176 -0.19716 -1.74266 -0.568
N 3.87742 1.84358 -0.26915 -0.572
S 2.70915 2.15941 0.84140 1.230
O 3.01841 1.72161 2.19479 -0.669
O 2.57230 3.60793 0.88863 -0.735
C 1.01316 1.56918 0.34366 0.509
F 0.54440 2.50373 -0.55816 -0.288
F 0.99373 0.32265 -0.18781 -0.113
C 0.11968 1.68773 1.60483 -0.981
C -1.40133 1.85068 1.30061 0.489
Si -2.29116 0.29329 0.67916 0.263
C -4.18974 0.36871 0.85909 -1.122
C -1.98030 0.22607 -1.22070 -1.319
C -1.56108 -1.33428 1.35907 0.569
C -1.00123 -1.49005 2.65259 -0.041
C -0.42549 -2.68007 3.15030 -0.658
C -0.40618 -3.81548 2.30840 -0.402
C -0.98784 -3.70995 1.02483 -0.623
C -1.56391 -2.50877 0.53175 -0.342
H 3.98891 -2.35759 2.46681 0.400
H 0.37357 0.86789 2.29946 0.180
H 0.44470 2.62659 2.11062 0.586
H -1.88416 2.12518 2.27474 0.184
H -1.59755 2.72015 0.62992 -0.503
H -4.47567 0.22749 1.92371 0.329
H -4.50587 1.35559 0.46512 0.380
H -4.63298 -0.40757 0.21058 0.102
H -2.93472 0.20902 -1.78684 0.416
H -1.44893 1.15496 -1.52389 0.309
H -1.31448 -0.62108 -1.49088 0.343
H -0.98461 -0.59706 3.30675 0.230
H 0.00150 -2.65231 4.16650 0.358
H 0.07318 -4.72703 2.69390 0.356
H -0.99579 -4.58254 0.34830 0.318
H -2.00066 -2.48896 -0.47912 0.318
Cl -6.73883 0.16041 -1.13656 -0.116
C -8.24737 -0.65911 -0.66397 -0.483
C -8.37556 -0.79741 0.83406 -0.482
Cl -7.18633 -1.93835 1.50837 -0.171
H -8.27379 -1.62884 -1.15803 0.315
H -9.06952 -0.05674 -1.05086 0.305
H -9.36349 -1.18394 1.08504 0.341
H -8.24669 0.16044 1.33532 0.312
Cl 7.34936 -3.64677 0.54292 -0.205
C 7.33438 -3.62432 -1.24086 -0.478
C 6.05610 -3.04625 -1.79695 0.111
Cl 4.65260 -4.10643 -1.49705 -0.207
H 7.49872 -4.64274 -1.59028 0.351
H 8.18037 -3.01401 -1.55609 0.311
H 6.14159 -2.93282 -2.87786 0.252
H 5.83893 -2.06704 -1.36970 -0.125
Cl -1.49468 4.89434 0.41573 -0.115
C -1.42840 6.01629 1.79421 -0.477
C -1.93906 5.38425 3.06648 -0.335
Cl -3.69484 5.07563 3.01041 -0.200
H -1.99754 6.90706 1.53296 0.370
H -0.38390 6.30268 1.91875 0.308
H -1.76203 6.05389 3.90787 0.376
H -1.43725 4.43986 3.27113 0.141
Cl 2.55148 -1.35111 -7.02095 -0.230
C 3.21404 -1.31256 -5.36067 -0.318
C 3.91548 -0.01467 -5.05331 0.081
Cl 5.42766 0.17372 -5.98614 -0.227
H 3.88160 -2.16447 -5.24592 0.263
H 2.37301 -1.44356 -4.68112 0.265
H 4.18662 0.01402 -3.99731 -0.189
H 3.28034 0.84328 -5.26465 0.360
```

Its total charge is -1. The value obtained for the orbital gap is 0.3056 hartree. The calculation puts the LUMO energy at 1.9 eV.

Entry 2:
Density functional theory data (the ωB97M-V functional and the def2-TZVPD basis) for one molecule with the formula C3H7N3O.

Structure (XYZ):
```
14
Properties=species:S:1:pos:R:3:mulliken_charge:R:1
C 1.51520 0.98832 -0.57348 -0.700
N 1.29580 -0.07785 0.11980 -0.494
C 0.13961 -0.81441 0.07717 0.187
N 0.25941 -2.21508 0.30276 -0.548
C -1.14858 -0.33945 0.01935 0.416
O -2.25279 -0.85244 0.22974 -0.704
N -1.22891 1.25110 -0.01696 -0.376
H 2.42918 1.55048 -0.39228 0.262
H -0.32842 1.69204 0.23616 0.375
H 0.88276 1.32438 -1.40472 0.420
H -0.51526 -2.54418 0.87206 0.255
H 1.13664 -2.41796 0.76783 0.246
H -1.51647 1.58538 -0.93861 0.321
H -1.96537 1.47020 0.65680 0.340
```

Its total charge is 0. The value obtained for the orbital gap (spin up / spin down) is 0.2541 / 0.2541 hartree. The energy relative to the best compared isomer or geometry (same formula, charge and spin) is 2.997 eV. The calculation puts the LUMO energy (spin up / spin down) at 0.3 / 0.3 eV. The SMILES is C=N/C(N)=C(\[NH3+])[O-].

Looking at energy for the records above, in order, we have -6142.22727; -357.93973 a.u..